No. 1
Below is a molecular structure, C5H9B at a distorted geometry, with properties calculated with ωB97M-V with the def2-TZVPD basis set.

Cartesian coordinates (Å):
B 0.25 -0.27 0.21
C -0.64 0.90 -0.28
C 2.98 -0.29 -0.27
C -2.10 0.21 -0.05
C -1.64 -1.22 0.26
C 1.94 0.03 0.47
H -0.60 1.79 0.45
H -0.50 1.47 -1.24
H 3.12 -1.07 -1.01
H 3.91 0.13 -0.20
H -2.50 0.59 0.97
H -2.66 0.47 -0.86
H -2.11 -1.82 1.02
H -1.53 -1.71 -0.60
H 2.07 0.78 1.12

The value obtained for the energy above the lowest of the compared OMol25 structures with the same formula, charge and spin is 93.91 kcal/mol. The LUMO energy comes out at 0.020 Ha.



No. 2
Below is a gas-phase ion, C6H11N3 (charge +2) at a distorted geometry, with properties calculated with ωB97M-V with the def2-TZVPD basis set.

Cartesian coordinates (Å):
C -0.83 0.99 -0.07
C -0.84 1.91 0.93
C 0.23 -0.08 -0.21
C -0.02 1.70 2.07
C 0.45 -1.41 -3.51
C 0.76 -0.70 -1.30
N 0.13 -0.68 -2.55
N -0.14 -0.62 2.40
N 0.25 0.63 2.72
H -1.46 1.09 -0.94
H -1.45 2.75 0.85
H 0.77 0.02 0.75
H 0.42 2.61 2.59
H 0.07 -1.40 -4.50
H 1.40 -2.06 -3.48
H 1.74 -1.36 -1.11
H -0.71 -0.13 -2.49
H -0.83 -0.70 1.74
H 0.05 -1.31 3.17
H 0.77 0.64 3.65

The value obtained for the energy above the lowest of the compared OMol25 structures with the same formula, charge and spin is 74.64 kcal/mol. Its SMILES is C=[NH+]\C=C/C=C\C=[NH+]/N. The LUMO energy comes out at -0.338 Ha. Its net charge is +2.



No. 3
Below is 2 unconnected molecules or ions with the total composition C5H15N2 at a distorted geometry, with properties calculated with ωB97M-V with the def2-TZVPD basis set.

Cartesian coordinates (Å):
N -1.34 0.20 1.39
C -1.67 0.23 0.00
C -3.15 -0.10 -0.27
C -0.71 -0.69 -0.75
N 0.51 -0.82 -0.11
C 1.53 -1.50 -0.78
C 3.07 1.58 0.78
H 2.18 1.31 0.22
H -0.37 0.03 1.61
H -1.77 0.83 2.06
H -1.50 1.25 -0.37
H -3.51 0.44 -1.15
H -3.35 -1.16 -0.38
H -3.74 0.38 0.51
H -1.18 -1.68 -0.82
H -0.58 -0.24 -1.75
H 1.91 -0.90 -1.62
H 2.33 -1.75 -0.10
H 1.17 -2.41 -1.29
H 2.87 2.02 1.74
H 3.63 2.24 0.13
H 3.69 0.71 0.95

The value obtained for the energy above the lowest of the compared OMol25 structures with the same formula, charge and spin is 116.89 kcal/mol. The LUMO energy comes out at -0.297 Ha. Its net charge is +1.



No. 4
Below is a molecular structure, C3H3IO2S at a distorted geometry, with properties calculated with ωB97M-V with the def2-TZVPD basis set.

Cartesian coordinates (Å):
C 0.85 0.12 -0.06
C -1.33 2.32 -2.28
C 0.18 -1.09 1.82
O 1.98 -0.12 -0.19
O -0.10 -0.21 0.73
S -0.42 0.92 -1.75
I -1.97 1.96 -4.22
H -0.31 -0.50 2.52
H 1.26 -1.35 1.97
H -0.14 -2.06 1.46

The value obtained for the energy above the lowest of the compared OMol25 structures with the same formula, charge and spin is 120.44 kcal/mol. The LUMO energy comes out at -0.039 Ha.



No. 5
Below is 5 unconnected molecules or ions with the total composition C24H51FN2O17P4S at a distorted geometry, with properties calculated with ωB97M-V with the def2-TZVPD basis set.

Cartesian coordinates (Å):
C 5.16 -1.44 4.14
O 4.82 -0.95 2.85
C 4.60 0.46 2.81
C 3.22 0.84 2.09
C 1.99 0.18 2.83
C 1.24 1.13 3.85
C 0.56 0.18 4.96
C -0.36 -0.91 4.28
C -1.76 -0.60 3.93
F -2.31 0.65 4.19
C -2.65 -1.65 3.26
C -2.11 -3.01 2.92
C -0.69 -3.36 3.24
N -0.01 -4.53 3.00
S 1.56 -4.39 3.61
N 1.40 -2.83 4.18
C 0.16 -2.28 3.95
H 6.12 -2.05 4.11
H 5.32 -0.66 4.93
H 4.38 -2.16 4.54
H 4.58 0.98 3.81
H 5.41 0.91 2.14
H 3.17 1.96 1.98
H 3.29 0.36 1.06
H 2.41 -0.67 3.45
H 1.28 -0.26 2.08
H 0.38 1.70 3.39
H 1.99 1.78 4.37
H 1.31 -0.27 5.67
H -0.10 0.86 5.59
H -3.73 -1.43 3.03
H -2.73 -3.80 2.43
C 9.48 -2.05 3.02
O 9.11 -0.85 2.34
P 9.78 -0.66 0.78
O 9.48 0.81 0.72
O 8.57 -1.55 0.11
C 7.24 -1.06 0.23
O 10.60 -0.67 -0.72
C 11.53 -1.75 -0.89
H 9.00 -2.07 3.99
H 9.16 -2.93 2.45
H 10.56 -2.08 3.16
H 7.19 0.01 0.44
H 6.73 -1.60 1.03
H 6.72 -1.26 -0.71
H 11.02 -2.71 -0.80
H 12.32 -1.68 -0.14
H 11.98 -1.67 -1.88
C -9.03 0.21 -0.96
O -8.11 -0.79 -0.52
P -7.14 -0.35 0.82
O -6.18 -1.47 0.54
O -8.32 -0.83 1.86
C -8.75 -2.18 1.81
O -6.21 0.18 2.15
C -6.40 1.55 2.52
H -9.60 -0.18 -1.81
H -9.73 0.47 -0.16
H -8.49 1.11 -1.27
H -8.02 -2.84 1.34
H -9.69 -2.24 1.27
H -8.92 -2.53 2.83
H -7.44 1.74 2.77
H -6.10 2.20 1.69
H -5.77 1.77 3.38
C -1.67 -1.30 -0.71
O -2.28 -0.43 -1.66
P -2.42 -1.07 -3.25
O -2.67 0.31 -3.82
O -3.82 -1.81 -2.84
C -4.90 -1.00 -2.38
O -2.51 -1.79 -4.80
C -1.85 -3.05 -4.92
H -1.64 -0.80 0.26
H -2.25 -2.23 -0.61
H -0.65 -1.54 -1.01
H -4.80 0.04 -2.67
H -4.95 -1.07 -1.29
H -5.82 -1.40 -2.79
H -2.26 -3.77 -4.21
H -0.78 -2.93 -4.74
H -1.99 -3.42 -5.93
C -3.82 4.59 -6.40
O -3.06 5.59 -5.71
P -1.65 5.01 -4.93
O -1.50 6.24 -4.07
O -0.79 5.14 -6.31
C -0.63 6.43 -6.90
O -0.35 4.20 -4.19
C -0.39 2.77 -4.31
H -4.68 5.07 -6.86
H -3.21 4.12 -7.18
H -4.17 3.83 -5.69
H -0.80 7.24 -6.18
H -1.33 6.53 -7.73
H 0.39 6.51 -7.28
H -0.41 2.47 -5.36
H -1.29 2.38 -3.81
H 0.49 2.35 -3.83

Its SMILES is COCCCCCc1c(F)ccc2nsnc12.COP(=O)(OC)OC.COP(=O)(OC)OC.COP(=O)(OC)OC.COP(=O)(OC)OC. The LUMO energy comes out at -0.106 Ha.



No. 6
Below is a molecular structure, C8H10N2O5Tb at a distorted geometry, with properties calculated with ωB97M-V with the def2-TZVPD basis set.

Cartesian coordinates (Å):
Tb -0.02 -0.49 -0.54
C 0.03 0.52 2.00
O 0.04 0.77 3.13
C 0.00 2.06 -0.42
O -0.01 3.21 -0.49
C -2.28 0.03 0.00
O -3.43 0.05 0.09
C 2.27 0.04 -0.08
O 3.43 0.07 0.00
C -0.01 -1.65 -4.96
H 0.93 -2.21 -4.84
H -0.94 -2.21 -4.81
C -0.01 -0.35 -5.27
H -0.94 0.21 -5.39
H 0.92 0.21 -5.41
C -1.26 -4.12 2.33
N 0.19 -4.04 2.06
C 0.74 -3.01 1.40
N 2.09 -2.99 1.26
O 0.01 -2.09 0.87
H -1.79 -3.25 1.89
H -1.41 -4.13 3.41
H -1.65 -5.05 1.89
H 0.81 -4.78 2.42
H 2.54 -2.20 0.79
H 2.65 -3.71 1.65

The LUMO energy (spin up / spin down) comes out at -0.572 / -0.421 Ha. Its net charge is +3. The multiplicity is 7. The expectation value of S² is 13.050.